Here is a molecular structure, C44H54BrN2O4SeSr in a non-equilibrium geometry from the Open Molecules 2025 dataset. Energies are from ωB97M-V with the def2-TZVPD basis set.

Atoms and positions in Å:
Sr: 0.0532 1.9506 1.5910
C: 1.3429 -5.2859 -1.7331
C: 0.1789 -4.3408 -2.0627
C: 0.3467 -3.8796 -3.5125
C: -1.1496 -5.1026 -1.9585
C: 0.1602 -3.1807 -1.0817
C: 0.2929 -1.8580 -1.4689
C: 0.2256 -0.8568 -0.5212
Se: 0.4297 0.9791 -1.0706
C: -1.4135 1.3712 -1.4626
C: -1.9668 0.8425 -2.6134
C: -3.3139 1.0132 -2.8716
C: -4.0637 1.7028 -1.9160
C: -3.5316 2.2594 -0.7710
C: -2.1319 2.1393 -0.5253
O: -1.5228 2.6714 0.4795
C: -4.4007 2.9594 0.2672
C: -4.2528 2.2137 1.6015
C: -3.9457 4.4162 0.4207
C: -5.8929 2.9698 -0.0889
C: -3.9987 0.4681 -4.1165
C: -4.6855 1.6187 -4.8664
C: -3.0066 -0.1994 -5.0728
C: -5.0359 -0.5836 -3.6980
C: 0.0329 -1.0879 0.8648
O: -0.0374 -0.0887 1.6658
C: -0.0422 -2.4510 1.2601
C: 0.0079 -3.4271 0.2812
C: -0.1770 -2.9135 2.7135
C: -0.1872 -1.7832 3.7464
C: -1.4960 -3.6893 2.8728
C: 1.0111 -3.8294 3.0562
H: 1.3566 -6.1221 -2.4318
H: 1.2555 -5.6831 -0.7253
H: 2.2900 -4.7549 -1.8084
H: 0.3483 -4.7474 -4.1710
H: 1.2868 -3.3505 -3.6485
H: -0.4721 -3.2297 -3.8094
H: -1.1755 -5.9196 -2.6786
H: -1.9797 -4.4298 -2.1634
H: -1.2874 -5.5167 -0.9631
H: 0.4575 -1.5727 -2.4967
H: -1.3128 0.2972 -3.2761
H: -5.1225 1.8048 -2.0950
H: -3.2153 2.2326 1.9342
H: -4.5556 1.1741 1.4798
H: -4.8739 2.6698 2.3719
H: -2.8928 4.4544 0.6881
H: -4.5273 4.9157 1.1957
H: -4.0841 4.9520 -0.5172
H: -6.2849 1.9580 -0.1749
H: -6.0738 3.5047 -1.0188
H: -6.4410 3.4791 0.7037
H: -3.9513 2.3740 -5.1382
H: -5.4447 2.0933 -4.2515
H: -5.1626 1.2544 -5.7754
H: -2.2422 0.5060 -5.3899
H: -3.5291 -0.5595 -5.9584
H: -2.5273 -1.0500 -4.5944
H: -5.7953 -0.1529 -3.0507
H: -4.5432 -1.3864 -3.1529
H: -5.5270 -1.0055 -4.5742
H: -0.0653 -4.4557 0.5997
H: -1.0140 -1.1021 3.5669
H: 0.7376 -1.2147 3.7159
H: -0.2936 -2.2028 4.7477
H: -2.3336 -3.0474 2.6065
H: -1.6247 -4.0175 3.9048
H: -1.5266 -4.5673 2.2313
H: 1.9454 -3.2860 2.9270
H: 1.0421 -4.7119 2.4209
H: 0.9438 -4.1567 4.0933
O: 1.7212 2.6661 5.6091
C: 2.3676 1.4979 5.5321
C: 2.6492 0.7901 6.7035
C: 3.3483 -0.3977 6.6542
C: 3.7787 -0.9071 5.4392
C: 3.4790 -0.2261 4.2722
C: 2.7773 0.9685 4.2994
C: 2.4181 1.6757 3.0059
O: 1.4270 2.5817 3.1151
N: 3.6749 2.2777 2.4681
N: 3.8028 2.6698 1.2092
C: 2.7873 3.0789 0.5398
C: 2.8394 3.5206 -0.8232
Br: 1.2792 4.5646 -1.2743
C: 3.7458 3.3898 -1.8099
C: 4.9963 2.6566 -1.8427
C: 5.9606 3.0772 -2.7647
C: 7.1889 2.4536 -2.8466
C: 7.4729 1.3755 -2.0258
C: 6.5087 0.9168 -1.1431
C: 5.2814 1.5427 -1.0517
H: 1.5006 2.8803 4.6354
H: 2.3053 1.1941 7.6432
H: 3.5666 -0.9324 7.5680
H: 4.3385 -1.8298 5.4036
H: 3.7842 -0.6329 3.3148
H: 2.1532 0.8840 2.2612
H: 4.5280 1.8579 2.8186
H: 1.8051 3.1877 1.0076
H: 3.5329 3.9231 -2.7292
H: 5.7434 3.9169 -3.4100
H: 7.9304 2.8063 -3.5495
H: 8.4415 0.8971 -2.0696
H: 6.7214 0.0600 -0.5196
H: 4.5306 1.1692 -0.3730

Forces on atoms 1 to 6 (eV/Å):
0.3 1.8 1.4
-0.2 0.1 -0.1
0.0 -0.1 -0.1
0.0 -0.1 0.3
0.2 0.1 -0.1
0.1 0.0 -0.1

The calculation puts the LUMO energy at 2.2 eV. Its net charge is -1.

Here is 9 unconnected molecules or ions with the total composition C40H89F3N4O6 in a non-equilibrium geometry from the Open Molecules 2025 dataset. Energies are from ωB97M-V with the def2-TZVPD basis set.

Atoms and positions in Å:
C: 10.4489 -1.1015 0.0646
C: 11.4003 -2.1628 0.6003
O: 11.6131 -1.9828 2.0271
C: 12.6890 -2.5548 2.6640
O: 13.5133 -3.2742 2.0603
C: 12.9094 -2.1223 4.1068
F: 11.8434 -1.3991 4.5166
F: 12.9600 -3.2205 4.8587
F: 14.0300 -1.4488 4.2412
H: 9.4935 -1.1736 0.5844
H: 10.2813 -1.2234 -1.0055
H: 10.7851 -0.0893 0.2893
H: 12.3394 -2.1762 0.0472
H: 11.0481 -3.1780 0.4178
C: 13.9124 -1.4710 -3.1834
C: 12.8612 -0.8189 -3.9474
N: 11.5210 -0.8575 -3.3491
C: 10.9293 -2.1633 -3.4246
C: 9.3923 -2.2750 -2.9999
C: 11.4417 -0.3013 -1.9785
C: 12.1188 1.0828 -1.8530
H: 14.0574 -1.0454 -2.1904
H: 14.8325 -1.4862 -3.7676
H: 13.6909 -2.5353 -3.1043
H: 13.1822 0.1657 -4.2872
H: 12.7703 -1.2811 -4.9304
H: 10.8043 -2.4906 -4.4567
H: 11.5331 -2.8896 -2.8804
H: 8.7335 -1.8175 -3.7380
H: 9.0490 -3.3092 -2.9738
H: 9.1715 -1.9165 -1.9944
H: 11.8671 -1.0568 -1.3180
H: 10.3720 -0.2039 -1.7927
H: 11.7021 1.6815 -2.6629
H: 13.2007 1.1272 -1.9781
H: 11.8167 1.6135 -0.9502
C: 12.3660 -5.0465 1.0547
C: 12.0307 -6.0033 2.2202
N: 10.7153 -6.6980 2.1599
C: 10.3632 -7.3338 0.8872
C: 11.2679 -8.4998 0.4980
C: 10.5114 -7.5490 3.3001
C: 10.4076 -6.7754 4.6048
H: 13.2123 -4.3883 1.2511
H: 11.5348 -4.4530 0.6739
H: 12.6273 -5.6458 0.1825
H: 12.8340 -6.7368 2.2893
H: 12.0207 -5.4913 3.1824
H: 9.3890 -7.7765 1.0944
H: 10.2873 -6.5738 0.1096
H: 11.1982 -9.2827 1.2532
H: 11.0280 -8.9997 -0.4405
H: 12.3121 -8.2194 0.3592
H: 11.3256 -8.2690 3.3822
H: 9.6126 -8.1578 3.2020
H: 10.0440 -7.4260 5.4002
H: 9.6701 -5.9856 4.4617
H: 11.3227 -6.2364 4.8501
C: 7.0554 -3.0801 5.3497
C: 7.5047 -2.1447 4.1932
N: 8.5767 -2.8828 3.4305
C: 9.8230 -2.7862 4.1716
C: 10.7071 -4.0082 3.8214
C: 8.7702 -2.2307 2.1285
C: 7.7147 -2.4470 1.0582
H: 6.7868 -4.0186 4.8649
H: 6.1835 -2.6864 5.8721
H: 7.8572 -3.2263 6.0735
H: 6.5477 -2.1107 3.6726
H: 7.8012 -1.1505 4.5275
H: 10.2664 -1.8328 3.8844
H: 9.7205 -2.8135 5.2564
H: 10.1541 -4.9471 3.8482
H: 10.9935 -4.0677 2.7714
H: 11.5927 -4.0326 4.4563
H: 9.6489 -2.6445 1.6337
H: 8.9850 -1.1783 2.3139
H: 7.7631 -3.4976 0.7715
H: 8.0355 -1.8956 0.1743
H: 6.7298 -2.1989 1.4539
C: 11.5204 1.2586 3.2137
C: 10.4682 2.0840 3.9339
N: 10.7395 2.1469 5.3929
C: 10.9233 0.8461 6.0526
C: 9.7706 -0.1349 5.8063
C: 9.6499 2.8626 6.0214
C: 9.5982 4.4274 5.7313
H: 11.2913 1.2797 2.1483
H: 11.5003 0.2359 3.5903
H: 12.5416 1.6239 3.3229
H: 10.4692 3.0744 3.4787
H: 9.4531 1.7835 3.6744
H: 10.9394 1.0982 7.1129
H: 11.8902 0.4651 5.7242
H: 9.9887 -1.1226 6.2126
H: 9.5056 -0.3124 4.7640
H: 8.8790 0.3003 6.2578
H: 8.6524 2.5095 5.7597
H: 9.6945 2.8740 7.1104
H: 10.4616 5.0006 6.0690
H: 9.5458 4.6908 4.6749
H: 8.7049 4.8436 6.1970
C: 12.2090 -1.3804 6.7791
C: 13.3989 -0.4883 7.1286
C: 14.6139 -0.5260 6.2608
O: 13.3205 0.2004 8.1210
H: 12.3061 -2.4638 6.8493
H: 11.8208 -1.1132 5.7962
H: 11.4668 -1.1873 7.5536
H: 14.4911 -0.2021 5.2273
H: 15.0098 -1.5414 6.2797
H: 15.3286 0.1928 6.6615
C: 14.2827 -1.3684 0.1135
C: 15.6662 -0.9246 -0.3074
C: 16.7363 -0.7463 0.7289
O: 15.9092 -0.9156 -1.5184
H: 13.9852 -0.8504 1.0253
H: 14.2222 -2.4422 0.2908
H: 13.6215 -1.1356 -0.7212
H: 17.1822 0.1995 0.4210
H: 17.4245 -1.5910 0.6988
H: 16.2453 -0.5185 1.6750
C: 16.5072 -1.9122 3.9142
C: 15.9274 -2.9313 2.9860
C: 14.9325 -3.9623 3.5124
O: 16.2090 -2.9366 1.7866
H: 16.1918 -0.8789 3.7699
H: 17.5961 -1.9246 3.9636
H: 16.2908 -2.1760 4.9495
H: 14.5239 -3.5473 4.4338
H: 15.5601 -4.8034 3.8067
H: 14.1394 -4.2806 2.8359
C: 10.0546 -5.5035 -1.4273
C: 9.8392 -4.0311 -1.0983
C: 8.4100 -3.5364 -0.9763
O: 10.7845 -3.3358 -0.9415
H: 9.6336 -6.0581 -0.5887
H: 11.1095 -5.7444 -1.5592
H: 9.6310 -5.6693 -2.4178
H: 8.4305 -2.6170 -0.3911
H: 7.8653 -4.3132 -0.4397
H: 7.9819 -3.3256 -1.9563

Forces on atoms 1 to 6 (eV/Å):
-1.4 -0.6 2.5
0.6 0.7 1.3
2.9 0.6 2.4
0.0 -0.2 -5.5
-4.6 8.5 0.9
-1.5 -0.8 -1.0

The value obtained for the relative energy (zero: lowest compared OMol25 entry of this formula, charge and spin) is 22.210 eV. The calculation puts the LUMO energy at -0.1 eV. Its net charge is 0. Its SMILES is CCOC(=O)C(F)(F)F.CCN(CC)CC.CCN(CC)CC.CCN(CC)CC.CCN(CC)CC.CC(C)=O.CC(C)=O.CC(C)=O.CC(C)=O.

Here is C27H38F3NO4 in the gas phase in a non-equilibrium geometry from the Open Molecules 2025 dataset. Energies are from ωB97M-V with the def2-TZVPD basis set.

Atoms and positions in Å:
C: -4.8412 2.6843 -0.7361
C: -3.9284 2.7094 -1.9233
O: -3.1463 3.5918 -2.1041
O: -4.0029 1.6528 -2.7856
C: -2.8804 0.7644 -2.5292
C: -3.2979 -0.6478 -2.8532
C: -2.1940 -1.7165 -2.6830
C: -1.0320 -1.3453 -1.7537
C: -0.4170 -2.5826 -1.0424
C: -0.8976 -2.6874 0.4104
N: -2.3748 -2.5146 0.3436
C: -2.7504 -1.3849 1.1091
O: -3.7704 -0.7743 0.9665
C: -1.6353 -1.1806 2.1035
C: -1.6172 0.0571 3.0125
C: -2.1295 1.3595 2.3478
C: -1.1089 2.4340 2.1803
F: -0.2408 2.6447 3.1961
C: -1.0550 3.1756 1.0547
F: -1.1140 4.4848 0.9615
F: -1.0100 2.5848 -0.1300
C: -0.3143 -1.6326 1.4338
C: 0.4528 -2.4798 2.4589
C: 0.5009 -0.4876 0.8527
O: 1.8051 -0.4377 1.4572
C: 2.6259 0.3852 0.7039
C: 2.4271 1.7658 0.7626
C: 3.1918 2.6464 0.0031
C: 2.9168 4.1275 0.1102
C: 4.1736 2.1169 -0.8325
C: 4.3946 0.7429 -0.8719
C: 3.6256 -0.1438 -0.1118
C: 3.8675 -1.6444 -0.1636
C: 3.8883 -2.2064 -1.5942
C: 5.2415 -1.9127 0.4867
H: -4.4635 3.4243 -0.0340
H: -4.8272 1.7248 -0.2206
H: -5.8558 2.9781 -0.9933
H: -2.6685 0.8304 -1.4600
H: -2.0243 1.1240 -3.0975
H: -4.2002 -0.9057 -2.3037
H: -3.5857 -0.6513 -3.9071
H: -2.6677 -2.6177 -2.3000
H: -1.7923 -1.9823 -3.6603
H: -1.2997 -0.6194 -0.9917
H: -0.2364 -0.9272 -2.3721
H: 0.6712 -2.5227 -1.0929
H: -0.7457 -3.4634 -1.5930
H: -0.7473 -3.7104 0.7513
H: -2.9218 -3.3037 0.6641
H: -1.8323 -2.0005 2.8020
H: -0.5971 0.2309 3.3529
H: -2.2351 -0.1448 3.8824
H: -2.8955 1.8060 2.9862
H: -2.5677 1.2080 1.3647
H: 1.3309 -2.9511 2.0184
H: -0.1820 -3.2713 2.8502
H: 0.7972 -1.8876 3.3073
H: 0.6410 -0.5423 -0.2240
H: -0.0060 0.4560 1.0667
H: 1.6483 2.1276 1.4241
H: 3.7251 4.7279 -0.2934
H: 2.7444 4.3819 1.1540
H: 1.9803 4.3258 -0.4123
H: 4.7731 2.7640 -1.4593
H: 5.1600 0.3335 -1.5177
H: 3.0721 -2.1123 0.4108
H: 4.2744 -1.5026 -2.3257
H: 2.9074 -2.5726 -1.8941
H: 4.5400 -3.0816 -1.6041
H: 5.3862 -2.9649 0.7161
H: 5.3522 -1.3007 1.3804
H: 5.9949 -1.5557 -0.2154

Forces on atoms 1 to 6 (eV/Å):
0.2 0.2 0.5
0.0 0.2 -0.1
0.4 0.5 -0.1
-0.1 -0.5 0.3
-0.5 0.1 0.3
0.2 -0.1 -0.9

The calculation puts the LUMO energy at 0.4 eV. Its net charge is 0. Its SMILES is CC(=O)OCCCCC[C@@H]1NC(=O)[C@H](CCC(F)=C(F)F)[C@]1(C)COc1cc(C)ccc1C(C)C.

| no. | HOMO (eV) | E (hartree) |
| --- | --- | --- |
| 1 | -4.9 | -7125.78761 |
| 2 | -8.1 | -2546.60603 |
| 3 | -8.7 | -1706.84143 |